No. 1
Below is a 12-piece molecular cluster, H22NO14 overall in a non-equilibrium geometry, with properties calculated with ωB97M-V with the def2-TZVPD basis set.

```
37
Properties=species:S:1:pos:R:3:forces:R:3:lowdin_charge:R:1
N 16.988 -1.478 -26.971 0.7 2.2 1.5 -0.492
O 17.504 -2.116 -26.023 0.3 -0.1 -0.9 -0.034
O 17.431 -0.336 -27.289 0.1 -1.5 0.1 -0.023
O 15.949 -1.886 -27.465 -0.6 -0.8 -0.9 -0.015
O 16.827 -5.029 -24.112 2.0 0.4 0.5 -0.032
H 17.106 -4.863 -25.020 -0.2 -0.3 -0.1 -0.004
H 15.923 -5.235 -24.173 -1.9 -0.3 -0.2 0.022
O 13.581 -1.745 -28.860 -0.2 -0.6 -0.2 -0.061
H 14.454 -1.658 -28.479 0.6 0.8 0.1 -0.031
H 13.417 -2.660 -28.610 -0.6 0.0 -0.2 0.017
O 15.055 1.208 -27.682 -0.4 0.6 0.4 -0.048
H 14.959 1.170 -28.628 -0.1 -0.2 -0.5 0.033
H 15.795 0.633 -27.482 0.4 -0.3 0.0 -0.029
O 18.965 -1.948 -23.016 1.5 0.2 0.4 -0.081
H 19.351 -2.625 -23.601 -0.7 0.3 0.3 -0.005
H 18.017 -1.843 -23.141 -0.3 -0.5 -0.1 -0.020
O 19.932 -3.231 -25.236 -0.6 0.8 -0.1 -0.059
H 20.198 -4.029 -25.674 -0.1 -0.5 -0.4 0.038
H 19.077 -2.924 -25.625 0.8 -0.3 0.1 0.019
O 13.937 -3.279 -26.042 -0.9 -1.7 -0.2 -0.022
H 14.334 -3.531 -26.872 0.0 -0.9 -0.4 -0.005
H 14.375 -2.464 -26.000 0.8 2.3 0.9 -0.009
O 16.583 0.188 -24.260 -0.8 0.9 -0.7 -0.066
H 16.076 0.855 -24.774 0.5 -0.6 0.5 0.057
H 17.517 0.389 -24.465 0.0 -0.1 0.3 0.001
O 19.262 0.313 -24.913 0.7 0.2 0.2 -0.060
H 19.865 -0.368 -24.569 -0.6 0.1 0.1 0.047
H 18.878 -0.061 -25.707 0.0 -0.2 -0.5 -0.004
O 16.273 -2.386 -23.234 -0.2 -0.5 0.7 -0.055
H 16.591 -3.183 -23.665 0.0 -0.8 0.2 -0.010
H 16.218 -1.781 -23.956 -0.3 1.3 -0.7 -0.027
O 17.716 2.433 -26.745 0.7 1.3 1.5 -0.023
H 17.728 1.745 -27.367 0.1 -1.6 -1.2 -0.029
H 16.991 2.981 -27.007 -0.8 0.4 -0.2 0.021
O 16.930 -4.735 -26.842 0.2 0.6 -0.3 -0.052
H 16.425 -4.812 -27.643 -0.4 -0.7 -0.6 0.041
H 16.933 -3.762 -26.781 0.3 0.0 0.6 0.001
```
Forces are in eV/Å.

* F_max: 2.744 eV Å⁻¹
* net charge: -1
* Kohn-Sham gap: 9.548 eV

=====

No. 2
Below is a 10-piece molecular cluster, H22NO9 overall in a non-equilibrium geometry, with properties calculated with ωB97M-V with the def2-TZVPD basis set.

```
32
Properties=species:S:1:pos:R:3:forces:R:3:lowdin_charge:R:1
N -0.239 -0.146 -0.314 0.8 0.8 -0.5 0.250
H -0.072 0.844 -0.419 -0.4 0.9 -0.5 0.051
H -1.196 -0.364 -0.075 0.0 -0.5 0.5 0.057
H 0.499 -0.440 0.310 -0.2 -1.0 1.1 0.028
H 0.011 -0.565 -1.199 -0.3 -0.4 -0.7 0.054
O 0.305 2.488 -0.913 0.1 -0.1 -0.3 -0.055
H -0.047 3.048 -1.605 0.0 0.1 -0.3 0.063
H 0.086 2.944 -0.100 -0.1 0.6 0.7 0.002
O -0.202 3.401 1.766 -0.6 0.5 -0.1 -0.076
H -0.124 3.888 2.587 -0.1 0.3 0.1 0.045
H 0.382 2.651 1.876 0.6 -0.7 0.0 -0.035
O -2.806 -1.066 -0.368 -0.2 0.0 -0.3 -0.054
H -3.224 -0.428 0.209 -0.2 0.3 0.3 0.061
H -3.214 -1.901 -0.138 0.0 -0.4 0.1 0.070
O -2.720 -2.216 -3.108 0.2 -0.3 -0.3 -0.066
H -3.620 -1.930 -3.266 -0.2 0.1 -0.1 0.030
H -2.457 -1.754 -2.312 0.1 0.3 0.3 -0.022
O 1.322 -1.674 1.354 0.1 0.2 -0.5 -0.164
H 1.235 -2.626 1.303 0.0 -0.6 -0.2 0.023
H 1.447 -1.494 2.286 0.2 0.3 0.7 -0.004
O 0.522 -1.691 -2.433 -0.2 0.1 -0.1 -0.081
H 1.396 -1.893 -2.099 0.6 -0.2 0.3 0.012
H 0.396 -2.302 -3.160 -0.3 -0.2 -0.3 0.055
O -1.287 -0.339 2.492 -0.6 0.1 -0.3 -0.087
H -0.563 0.285 2.551 0.4 0.3 0.0 -0.010
H -1.110 -0.978 3.183 0.1 -0.3 0.2 0.022
O 1.503 1.337 1.588 -0.6 0.0 0.5 -0.114
H 1.866 1.039 0.753 0.5 -0.2 -0.8 -0.012
H 2.268 1.502 2.137 0.5 -0.1 0.4 0.047
O 2.940 0.404 -0.984 -0.6 0.7 0.1 -0.106
H 3.682 0.359 -0.381 0.5 -0.1 0.3 0.018
H 3.020 -0.384 -1.522 0.1 -0.5 -0.3 -0.002
```
Forces are in eV/Å.

* F_max: 1.525 eV Å⁻¹
* Kohn-Sham gap (spin up / spin down): 3.041 / 11.368 eV
* 2S+1: 2

=====

No. 3
Below is a 10-piece molecular cluster, H22NO9 overall in a non-equilibrium geometry, with properties calculated with ωB97M-V with the def2-TZVPD basis set.

```
32
Properties=species:S:1:pos:R:3:forces:R:3:lowdin_charge:R:1
N 0.612 0.635 -0.616 -0.2 0.1 -1.2 0.335
H 0.962 0.554 -1.584 0.3 0.7 0.6 0.150
H 0.643 1.532 -0.132 0.0 0.2 -0.3 0.135
H 1.066 -0.034 -0.042 1.0 -1.3 1.0 0.060
H -0.330 0.300 -0.713 -0.9 0.0 0.2 0.088
O 3.533 -1.155 0.403 1.5 -0.9 -3.0 -0.032
H 3.360 -1.081 1.305 -0.4 0.2 2.5 0.004
H 4.295 -1.769 0.266 -0.8 0.9 0.5 0.096
O -2.693 1.725 -0.054 1.2 1.5 0.9 -0.037
H -3.064 1.018 -0.536 -0.7 -0.9 -1.4 0.022
H -2.267 2.342 -0.691 -0.5 -0.9 0.3 0.064
O 1.678 -2.214 -1.281 -0.6 1.0 -1.4 -0.039
H 2.492 -1.831 -0.973 0.7 0.8 0.3 -0.015
H 1.704 -2.999 -0.782 -0.5 -1.7 0.9 0.024
O -0.109 -1.711 1.151 0.7 -1.7 -1.1 -0.042
H -0.720 -2.423 0.906 0.6 -0.2 -0.1 0.069
H -0.728 -1.089 1.466 -1.0 1.5 1.2 -0.059
O -1.734 0.101 2.172 -0.9 -0.6 1.4 -0.026
H -2.215 0.373 1.404 -0.6 0.8 -1.2 0.022
H -2.457 -0.119 2.794 0.7 0.1 0.0 0.128
O 1.658 0.379 2.427 1.7 0.9 -1.2 -0.043
H 1.309 1.289 2.468 -0.2 -0.7 0.4 0.020
H 1.078 -0.252 2.802 -1.1 -0.6 0.7 0.009
O -0.188 2.231 2.105 0.4 0.7 -0.6 -0.066
H -0.855 1.534 2.223 -0.2 0.3 0.1 -0.005
H -0.609 3.063 1.857 -0.1 -0.2 0.3 0.072
O -1.314 1.511 -2.742 0.8 -0.4 0.9 -0.064
H -2.054 1.725 -3.289 -0.6 0.2 -0.7 0.043
H -1.020 0.603 -2.973 -0.2 0.5 -0.2 -0.011
O -0.617 -1.055 -2.996 -0.5 0.0 0.1 -0.040
H -1.469 -1.464 -3.194 0.2 -0.1 0.0 0.080
H 0.053 -1.723 -3.154 0.3 -0.2 0.1 0.060
```
Forces are in eV/Å.

* F_max: 3.421 eV Å⁻¹
* net charge: +1
* Kohn-Sham gap: 11.049 eV